# 1
{
  "formula": "C40H46N6O16",
  "method": "wB97M-V/def2-TZVPD",
  "smiles": "O=[N+]([O-])c1ccccc1.O=[N+]([O-])c1ccccc1.O=[N+]([O-])c1ccccc1.O=[N+]([O-])c1ccccc1.O=[N+]([O-])c1ccccc1.O=[N+]([O-])c1ccccc1.CO.CO.CO.CO",
  "charge": 0,
  "total_energy_ha": -3083.5061,
  "symbols": ["O", "O", "O", "O", "O", "O", "O", "O", "O", "O", "O", "O", "O", "O", "O", "O", "N", "N", "N", "N", "N", "N", "C", "C", "C", "C", "C", "C", "C", "C", "C", "C", "C", "C", "C", "C", "C", "C", "C", "C", "C", "C", "C", "C", "C", "C", "C", "C", "C", "C", "C", "C", "C", "C", "C", "C", "C", "C", "C", "C", "C", "C", "H", "H", "H", "H", "H", "H", "H", "H", "H", "H", "H", "H", "H", "H", "H", "H", "H", "H", "H", "H", "H", "H", "H", "H", "H", "H", "H", "H", "H", "H", "H", "H", "H", "H", "H", "H", "H", "H", "H", "H", "H", "H", "H", "H", "H", "H"],
  "positions_angstrom": [[8.67146, 22.81658, 11.79944], [13.29241, 14.80633, 14.21314], [10.65974, 11.96400, 20.61060], [10.31982, 19.51777, 12.81496], [12.50531, 18.70161, 20.84536], [13.00745, 15.07279, 19.67969], [12.08477, 20.96817, 22.00824], [5.46398, 17.89411, 23.18886], [12.11826, 13.14236, 13.55174], [10.47526, 21.41745, 13.79730], [11.36346, 24.14421, 15.52814], [9.94913, 13.95398, 20.77462], [12.95351, 14.81444, 17.54912], [6.67876, 16.24007, 23.81654], [10.23072, 19.57189, 8.16598], [13.06378, 22.78815, 15.71052], [10.43824, 20.17962, 13.81464], [12.40519, 14.31734, 13.51982], [13.23217, 14.37392, 18.72856], [6.42163, 17.13702, 23.01452], [12.56069, 23.85181, 15.41862], [10.22819, 12.97087, 20.11418], [7.28057, 17.39277, 21.80128], [13.84649, 27.22976, 14.46158], [12.99859, 26.20285, 14.93822], [13.57293, 12.07780, 17.93172], [12.85140, 21.96011, 21.33136], [14.43412, 12.72663, 20.14692], [10.74906, 16.68262, 10.30052], [10.21331, 12.20486, 16.41020], [14.53962, 10.42501, 19.41568], [11.93670, 18.34992, 17.32806], [10.87899, 19.52607, 15.04286], [9.16610, 23.92153, 11.07936], [14.87800, 11.45964, 20.32424], [13.88059, 10.75451, 18.21578], [11.83131, 15.20479, 12.39536], [10.36760, 12.03154, 17.79848], [6.87471, 18.32391, 20.83704], [9.98282, 14.32339, 18.07688], [13.75501, 13.06751, 18.94330], [7.56845, 18.50415, 19.66130], [10.12694, 20.58415, 9.22424], [12.46788, 17.78948, 21.90778], [13.40164, 24.86558, 14.78842], [10.87988, 20.28714, 16.21652], [10.29301, 15.42836, 10.53348], [10.73488, 14.77047, 11.66468], [9.77209, 14.49579, 16.71010], [8.51049, 16.71921, 21.58522], [11.50546, 19.69572, 17.36766], [11.75452, 17.26349, 11.11752], [15.39821, 25.48389, 13.67338], [9.78304, 13.40122, 15.87874], [14.58085, 24.54613, 14.20702], [9.26658, 16.99775, 20.45215], [11.14126, 18.13771, 15.08128], [11.68529, 17.59296, 16.21170], [8.77371, 17.81984, 19.42278], [12.35537, 16.45149, 12.04334], [15.04188, 26.84741, 13.78434], [10.16594, 13.06051, 18.64988], [10.29262, 11.38405, 15.71278], [13.09849, 12.39311, 17.01419], [9.33409, 19.31487, 7.93884], [7.10546, 19.06231, 18.86100], [10.24113, 23.91517, 10.89942], [12.20439, 20.14168, 21.53474], [9.29623, 22.46833, 12.43974], [14.88197, 9.41868, 19.60672], [12.00433, 26.42123, 15.29900], [9.59289, 20.14194, 10.06526], [13.26098, 18.45097, 20.30896], [10.35427, 13.78892, 11.90572], [12.34649, 22.13191, 20.38076], [11.69712, 20.24083, 18.28008], [12.84483, 22.89729, 21.88792], [13.52229, 28.25604, 14.55126], [13.28034, 17.71128, 22.63020], [16.39194, 25.21814, 13.34434], [11.53025, 17.94383, 22.44174], [12.42466, 17.84217, 18.14690], [9.92437, 15.21307, 18.68636], [9.62333, 21.51972, 8.98098], [8.94813, 24.84968, 11.60768], [6.04687, 19.00276, 20.97934], [9.35393, 17.88326, 18.51407], [10.22752, 16.58384, 20.18444], [10.64570, 11.05140, 18.15682], [15.44885, 11.26049, 21.21914], [12.27904, 18.19551, 10.96710], [11.01402, 17.54240, 14.18920], [8.98771, 16.09518, 22.32634], [11.13131, 20.89133, 9.51575], [15.73712, 27.54508, 13.34128], [13.16209, 16.89230, 12.61014], [10.34851, 17.28386, 9.49774], [9.49896, 15.46183, 16.31190], [9.50173, 14.98362, 9.94826], [10.75693, 21.36006, 16.20444], [12.08267, 16.58873, 16.20804], [14.65763, 13.48637, 20.88124], [13.66541, 9.96347, 17.51269], [13.88713, 21.69295, 21.12160], [14.89235, 23.51557, 14.12150], [12.44086, 16.78547, 21.48430], [8.69536, 23.87842, 10.09719], [9.65846, 13.48569, 14.80928]]
}


# 2
{
  "formula": "C6H12O",
  "method": "wB97M-V/def2-TZVPD",
  "de_lowest_ev": 5.0365,
  "charge": 0,
  "symbols": ["O", "C", "C", "C", "C", "C", "C", "H", "H", "H", "H", "H", "H", "H", "H", "H", "H", "H", "H"],
  "positions_angstrom": [[-1.20487, -1.18735, -0.08398], [-0.40142, -1.57355, 0.96680], [-0.14557, 1.54267, -2.13111], [-0.84219, -1.20052, 2.29098], [0.43382, -0.50581, 1.75022], [1.08374, 0.81304, -1.60977], [0.37924, 0.87604, 1.40552], [-1.72686, -0.57613, 2.35257], [-0.21969, 1.48135, -3.21919], [-0.11032, 2.60219, -1.86324], [1.99998, 1.21357, -2.05110], [0.14261, -2.50849, 0.84198], [1.35765, -0.90997, 2.16115], [1.20425, 0.95650, -0.50503], [-0.64357, -1.06804, -0.86155], [-1.06159, 1.12544, -1.70590], [-0.62764, 1.05525, 0.97671], [-0.67154, -1.87483, 3.12022], [1.05398, -0.26133, -1.83531]]
}